A structure of composition C20H28F3O2Sc at a distorted geometry, computed with wB97M-V/def2-TZVPD.

Max |F| in eV Å⁻¹: 3.8
Electronic energy in eV: -54138.6587
Multiplicity: 1

XYZ file:
```
54
Properties=species:S:1:pos:R:3:forces:R:3:mulliken_charge:R:1
Sc -0.46111 -1.03417 1.97591 1.11 3.50 -0.92 0.333
F 2.08563 1.67969 2.17471 0.82 0.70 0.51 -0.251
F 0.45500 2.59636 3.30856 0.37 0.36 0.31 -0.305
F 1.54260 0.88807 4.18596 0.45 1.03 0.15 -0.238
O 0.39166 -0.68861 -1.99604 0.63 0.08 -2.33 -0.273
O 0.80641 2.45162 -1.41204 -0.90 0.53 2.27 -0.344
C -2.65422 -1.50261 2.58498 -0.26 -0.29 0.24 -0.687
C -1.91876 -1.24044 3.78455 -0.28 0.79 0.10 -0.477
C 0.74487 -0.29373 -4.19743 -0.16 0.35 0.60 -0.881
C 0.47689 -1.47823 -3.24159 -0.23 -1.10 -1.19 1.463
C -1.35361 2.63596 -0.50722 0.64 0.69 -0.61 -0.539
C 0.76188 3.82618 -0.94429 -0.13 -0.32 1.05 -0.561
C 1.82976 -1.26209 2.40548 0.69 -1.13 -0.26 -0.177
C 1.03613 1.40477 3.00069 -1.94 -2.81 -1.48 0.150
C 1.64450 -1.46401 0.99955 0.28 -0.72 0.68 -0.639
C 0.44652 -3.09953 2.14052 0.43 -0.40 -0.22 -0.717
C -0.09801 1.78507 -0.37834 0.68 1.15 -0.09 1.440
C -2.67145 -0.31165 1.79703 -0.13 0.74 0.84 -0.467
C 1.06643 -2.24167 3.11396 0.85 -0.53 -0.14 -0.807
C 0.80880 -2.60938 0.84004 0.32 -0.63 0.30 -0.139
C 1.70069 -2.36405 -3.33660 -0.08 -0.49 0.05 -1.630
C -0.71266 4.07113 -0.54378 -0.44 -0.64 0.16 -0.734
C 0.72890 0.45091 -2.88162 -0.03 0.91 -0.13 -0.203
C -1.45175 0.11611 3.72511 -1.68 -0.27 0.44 -0.751
C -1.94174 0.70069 2.51319 -1.06 -0.52 0.46 0.049
C -0.83092 -2.20878 -3.50900 0.06 -0.11 0.17 -1.748
H 1.72319 0.85019 -2.64999 -0.74 0.22 0.33 0.199
H -0.19654 -3.96180 2.36084 0.39 0.49 -0.18 0.475
H 2.61286 -1.75469 -3.26823 -0.20 -0.34 0.35 0.395
H 1.70532 -2.80828 -4.34251 -0.03 0.09 0.20 0.420
H 1.40611 3.92240 -0.03435 -0.30 -0.09 -0.68 0.210
H 0.98621 -2.32896 4.20765 0.11 0.04 -0.75 0.571
H -2.07383 2.51234 0.30075 0.07 0.04 -0.04 0.180
H -0.92293 0.63583 4.52507 -0.05 -0.27 -0.52 0.511
H 1.73629 -0.21999 -4.69423 -0.87 -0.51 0.11 0.304
H 1.09943 4.57179 -1.67916 0.03 -0.76 -0.13 0.373
H 0.38650 1.90902 0.62798 -0.41 -0.13 -0.92 -0.596
H -3.18906 -0.16392 0.84633 0.27 -0.14 0.32 0.544
H -0.08121 0.05905 -4.83217 0.38 -0.55 -0.03 0.327
H -0.30441 0.72363 -0.55894 0.56 0.30 -0.47 -0.229
H -1.19001 4.74580 -1.25129 -0.22 -0.04 0.09 0.382
H 1.67636 -3.19499 -2.62449 0.25 0.20 0.13 0.290
H -3.14686 -2.44814 2.33813 0.26 0.45 0.07 0.460
H -0.80587 4.46729 0.46836 0.18 0.32 -0.14 0.274
H -0.99302 -2.98622 -2.75516 0.06 -0.08 -0.13 0.316
H 0.53467 -3.06244 -0.11771 -0.06 0.30 0.44 0.385
H -1.84575 2.38824 -1.46388 0.11 0.12 0.36 0.337
H -0.10268 1.16419 -2.94143 0.71 0.04 0.76 0.117
H -1.69599 -1.53883 -3.45129 0.26 0.07 -0.06 0.373
H 2.09116 -0.87290 0.19480 -0.33 -0.22 0.38 0.493
H -0.80567 -2.65757 -4.51178 -0.02 0.02 0.30 0.390
H -1.84616 1.75563 2.23576 0.25 -0.70 0.08 0.400
H 2.54632 -0.57974 2.85236 -0.59 -0.08 -0.20 0.705
H -1.73688 -1.93452 4.61626 -0.09 0.35 -0.61 0.524
```
Positions in Å, forces in eV/Å.